Entry 1:
The following is a DFT calculation (ωB97M-V/def2-TZVPD) of the molecule C4H7P at a distorted geometry.

Atoms and positions in Å:
C1 0.122 -0.123 0.004
C2 -0.842 0.795 -0.502
C3 -0.060 -1.104 0.946
C4 -0.346 1.898 -1.218
P1 1.350 -2.260 1.163
H1 1.007 -0.243 -0.626
H2 -1.058 -1.346 1.471
H3 -1.109 2.517 -1.798
H4 0.585 1.547 -1.675
H5 0.031 2.564 -0.278
H6 1.754 -2.169 -0.139
H7 0.545 -3.361 0.965

Forces on the atoms, in the same order (eV/Å):
C -0.90 -0.92 0.02
C -1.58 -1.45 1.79
C -0.80 -0.02 -0.58
C 0.53 2.61 1.12
P -0.47 0.59 1.47
H 0.54 0.26 0.22
H 1.76 0.95 -0.72
H 1.39 -0.90 0.51
H 0.15 0.80 -0.84
H -0.74 -1.05 -1.92
H 0.41 0.01 -1.00
H -0.29 -0.87 -0.06

Properties
Relative energy (zero: lowest compared OMol25 entry of this formula, charge and spin) (kcal per mole): 101.2
Max |F| (eV/A): 2.9
E_HOMO (alpha / beta) (eV): -7.9497 / -7.5349
E_LUMO (alpha / beta) (eV): -0.55 / -0.46
HOMO-LUMO gap (alpha / beta) (hartree): 0.272 / 0.260

=====

Entry 2:
The following is a DFT calculation (ωB97M-V/def2-TZVPD) of a cluster of 4 separate species, C27H23ClF5I2NO16S in total at a distorted geometry.

Atoms and positions in Å:
C1 -9.672 0.112 -5.497
C2 -8.295 -0.302 -4.986
C3 -7.688 0.723 -4.039
Cl1 -8.129 0.284 -2.353
O1 -6.298 0.722 -4.263
C4 -5.579 1.637 -3.542
O2 -5.305 2.736 -3.959
N1 -5.150 1.100 -2.284
C5 -4.257 -0.068 -2.398
I1 -4.857 -1.641 -1.024
C6 -2.755 0.189 -2.382
C7 -2.004 -1.141 -2.494
I2 -2.146 1.344 -4.107
S1 -4.779 2.323 -1.185
O3 -3.605 3.062 -1.502
O4 -5.950 3.130 -1.064
C8 -4.550 1.652 0.542
F1 -3.496 0.854 0.668
F2 -4.279 2.764 1.215
C9 -5.842 1.011 1.199
F3 -6.264 1.794 2.185
F4 -5.517 -0.167 1.745
F5 -6.810 0.823 0.317
H1 -9.830 -0.331 -6.471
H2 -10.470 -0.216 -4.850
H3 -9.699 1.184 -5.632
H4 -7.595 -0.542 -5.772
H5 -8.407 -1.204 -4.400
H6 -8.123 1.700 -4.205
H7 -4.485 -0.507 -3.356
H8 -2.407 0.745 -1.530
H9 -2.474 -1.772 -3.234
H10 -1.011 -0.914 -2.852
H11 -1.930 -1.625 -1.532
C10 0.968 0.156 0.661
C11 2.178 -0.263 1.054
C12 3.398 -0.081 0.193
O5 4.464 -0.470 0.622
C13 3.237 0.546 -1.109
C14 2.026 0.962 -1.502
C15 0.815 0.803 -0.630
O6 -0.246 1.222 -1.055
O7 1.808 1.538 -2.678
O8 2.389 -0.860 2.218
H12 0.084 0.034 1.272
H13 4.120 0.655 -1.723
H14 0.854 1.742 -2.715
H15 3.347 -1.054 2.256
C16 7.872 -0.733 0.394
C17 9.081 -1.154 0.785
C18 10.300 -0.976 -0.075
O9 11.367 -1.368 0.357
C19 10.140 -0.349 -1.378
C20 8.931 0.068 -1.771
C21 7.716 -0.088 -0.899
O10 6.654 0.330 -1.316
O11 8.714 0.645 -2.946
O12 9.294 -1.752 1.950
H16 6.987 -0.853 1.002
H17 11.021 -0.241 -1.995
H18 7.761 0.849 -2.972
H19 10.249 -1.947 1.981
C22 1.389 -0.225 6.879
C23 2.281 -0.004 5.904
C24 3.385 -0.978 5.604
O13 4.146 -0.714 4.691
C25 3.489 -2.176 6.418
C26 2.599 -2.397 7.394
C27 1.480 -1.435 7.680
O14 0.703 -1.715 8.571
O15 2.637 -3.468 8.174
O16 2.254 1.078 5.138
H20 0.590 0.467 7.102
H21 4.296 -2.862 6.203
H22 1.884 -3.380 8.788
H23 2.998 0.985 4.515

Forces on the atoms, in the same order (eV/Å):
C 0.61 -0.09 -0.41
C -0.42 -0.26 0.69
C -0.51 -0.64 -0.40
Cl -0.02 0.16 0.01
O 0.54 0.18 0.63
C 0.21 1.69 -0.93
O -0.79 -1.76 0.92
N 1.05 -0.13 0.30
C -0.14 0.21 -0.26
I 0.00 0.00 -0.24
C 0.02 -0.80 -0.14
C 0.19 0.82 -0.07
I -0.20 0.07 0.07
S -0.70 2.61 -0.59
O 0.93 -1.07 0.15
O -0.61 -0.67 0.18
C -0.36 -0.35 0.27
F 0.17 -0.34 -0.22
F 0.12 0.49 -0.02
C 0.37 -0.30 0.29
F -0.21 0.04 -0.26
F -0.08 0.16 0.01
F -0.02 0.07 0.15
H -0.18 -0.13 -0.21
H -0.21 0.09 0.30
H -0.27 0.32 -0.02
H 0.20 0.31 -0.37
H 0.11 -0.40 -0.04
H 0.25 0.41 0.06
H -0.22 -0.21 -0.21
H 0.04 0.30 0.20
H -0.16 -0.37 -0.11
H 0.38 -0.14 0.04
H -0.10 -0.27 0.19
C -0.18 0.08 -0.11
C -0.35 -0.02 0.13
C 0.10 0.25 -0.57
O -0.05 -0.24 0.45
C 0.14 -0.08 0.07
C 0.33 0.03 -0.19
C -0.05 -0.17 0.42
O -0.03 0.06 -0.12
O -0.18 -0.02 0.12
O 0.21 0.01 -0.06
H 0.02 0.00 0.03
H 0.01 0.01 0.02
H -0.06 0.03 -0.06
H 0.07 0.00 0.11
C -0.15 0.07 -0.06
C -0.33 0.01 0.12
C 0.08 0.19 -0.46
O 0.00 -0.12 0.23
C 0.16 -0.08 0.12
C 0.33 0.00 -0.15
C -0.11 -0.25 0.54
O 0.05 0.21 -0.45
O -0.15 0.01 0.06
O 0.16 0.00 -0.06
H -0.01 0.01 0.00
H -0.01 0.02 -0.02
H -0.09 0.04 -0.02
H 0.09 -0.02 0.03
C -0.10 -0.10 0.17
C -0.29 0.19 0.10
C 0.13 -0.45 0.22
O -0.02 0.21 -0.18
C 0.12 0.10 -0.18
C 0.29 -0.19 -0.12
C -0.16 0.48 -0.20
O 0.05 -0.23 0.14
O -0.14 0.08 0.06
O 0.14 -0.08 -0.05
H 0.00 0.01 -0.02
H -0.01 -0.02 0.02
H -0.07 -0.02 0.06
H 0.04 0.00 -0.09

Properties
SMILES string: CC[C@@H](Cl)OC(=O)N([C@H](I)[C@@H](C)I)S(=O)(=O)C(F)(F)C(F)(F)F.O=C1C=C(O)C(=O)C=C1O.O=C1C=C(O)C(=O)C=C1O.O=C1C=C(O)C(=O)C=C1O
Max |F| (eV/A): 2.8
E_HOMO (eV): -9.6010
E_LUMO (eV): -1.62
HOMO-LUMO gap (hartree): 0.293

=====

Entry 3:
The following is a DFT calculation (ωB97M-V/def2-TZVPD) of the molecule C4H8O2.

Atoms and positions in Å:
C1 -0.795 1.522 -0.293
C2 -0.139 0.502 0.650
O1 -0.942 0.325 1.791
C3 0.044 -0.878 -0.002
O2 -0.855 -1.687 0.134
C4 1.315 -1.277 -0.713
H1 -0.122 1.885 -1.077
H2 -1.101 2.375 0.320
H3 -1.696 1.105 -0.756
H4 0.838 0.889 0.968
H5 -1.424 -0.504 1.630
H6 1.095 -1.568 -1.745
H7 1.688 -2.175 -0.207
H8 2.094 -0.512 -0.700

Forces on the atoms, in the same order (eV/Å):
C -0.01 0.00 -0.06
C 0.17 0.05 -0.14
O -0.12 -0.11 0.06
C -0.25 -0.28 0.04
O 0.33 0.31 -0.08
C 0.05 0.07 -0.03
H -0.04 -0.15 0.10
H 0.10 -0.12 -0.12
H 0.15 -0.01 0.08
H -0.10 -0.12 0.00
H -0.05 0.14 0.10
H -0.02 0.10 0.13
H -0.03 0.16 -0.08
H -0.18 -0.02 -0.01

Properties
SMILES string: CC(=O)[C@@H](C)O
Relative energy (zero: lowest compared OMol25 entry of this formula, charge and spin) (kcal per mole): 18.5
Max |F| (eV/A): 0.5
E_HOMO (eV): -10.0669
E_LUMO (eV): 0.85
HOMO-LUMO gap (hartree): 0.401

=====

Entry 4:
The following is a DFT calculation (ωB97M-V/def2-TZVPD) of a structure of composition C24H48BO36S8 at a distorted geometry.

Atoms and positions in Å:
O1 3.504 -0.233 0.992
C1 2.362 -0.049 0.708
O2 1.783 0.878 -0.014
B1 0.410 0.454 -0.311
O3 0.110 -0.633 0.650
C2 1.249 -0.960 1.266
O4 1.410 -1.808 2.090
O5 0.260 -0.049 -1.678
C3 -0.685 0.571 -2.334
O6 -1.081 0.363 -3.447
C4 -1.260 1.600 -1.342
O7 -0.586 1.529 -0.206
O8 -2.032 2.490 -1.592
C5 2.576 -5.079 1.297
C6 4.003 -5.614 1.257
O9 4.485 -5.213 -0.048
S1 3.395 -4.269 -0.829
O10 3.353 -4.633 -2.216
O11 3.603 -2.926 -0.390
O12 2.123 -4.871 -0.042
H1 2.515 -4.111 1.796
H2 1.883 -5.770 1.772
H3 4.178 -6.693 1.241
H4 4.631 -5.314 2.099
C7 0.153 2.110 2.964
C8 1.288 1.828 3.936
O13 0.576 1.369 5.105
S2 -0.740 0.473 4.659
O14 -1.898 0.948 5.364
O15 -0.492 -0.932 4.674
O16 -0.713 0.971 3.116
H5 0.377 2.012 1.903
H6 -0.411 2.998 3.253
H7 1.768 2.691 4.404
H8 2.078 1.126 3.662
C9 -3.042 3.908 0.990
C10 -3.708 5.230 1.279
O17 -3.785 5.297 2.691
S3 -4.059 3.783 3.334
O18 -5.456 3.461 3.267
O19 -3.355 3.482 4.529
O20 -3.159 3.100 2.153
H9 -1.956 4.013 0.929
H10 -3.407 3.359 0.125
H11 -4.723 5.297 0.877
H12 -3.115 6.049 0.879
C11 6.156 -1.043 3.993
C12 5.226 -1.968 3.174
O21 5.732 -3.306 3.451
S4 6.586 -3.309 4.817
O22 7.638 -4.275 4.865
O23 5.637 -3.243 5.895
O24 7.213 -1.876 4.447
H13 5.705 -0.755 4.951
H14 6.562 -0.195 3.454
H15 5.439 -1.716 2.140
H16 4.182 -1.912 3.461
O25 -1.292 1.418 -6.157
S5 -0.190 0.581 -6.543
O26 -0.321 -0.846 -6.419
O27 0.189 1.056 -8.053
C13 0.736 0.093 -8.960
C14 2.247 -0.079 -9.000
C15 1.274 1.262 -5.728
H17 0.322 0.402 -9.924
H18 0.270 -0.878 -8.772
H19 2.516 -0.218 -7.953
H20 2.791 0.817 -9.308
H21 2.446 -0.817 -9.774
H22 2.148 0.657 -5.983
H23 1.148 1.124 -4.659
H24 1.440 2.265 -6.102
O28 -5.768 -1.734 -1.725
S6 -4.429 -1.189 -1.819
O29 -4.142 0.043 -2.555
O30 -3.840 -1.062 -0.343
C16 -4.570 -0.239 0.588
C17 -3.625 0.190 1.680
C18 -3.240 -2.406 -2.351
H25 -5.420 -0.819 0.946
H26 -4.920 0.637 0.034
H27 -4.192 0.672 2.474
H28 -2.745 0.711 1.312
H29 -3.196 -0.701 2.152
H30 -3.412 -3.244 -1.677
H31 -2.280 -1.915 -2.215
H32 -3.359 -2.707 -3.387
O31 -3.323 -5.421 2.996
S7 -3.139 -4.216 2.223
O32 -3.394 -4.389 0.801
O33 -4.091 -3.022 2.817
C19 -3.990 -2.779 4.232
C20 -5.316 -2.324 4.798
C21 -1.393 -3.667 2.425
H33 -3.227 -2.016 4.380
H34 -3.828 -3.752 4.703
H35 -6.047 -3.129 4.911
H36 -5.817 -1.601 4.151
H37 -5.197 -1.941 5.811
H38 -1.102 -3.351 3.424
H39 -1.212 -2.737 1.875
H40 -0.915 -4.424 1.809
O34 0.430 5.855 -4.132
S8 0.118 4.679 -3.356
O35 -0.946 3.784 -3.699
O36 1.472 3.799 -3.220
C22 2.714 4.452 -3.118
C23 3.774 3.402 -2.809
C24 -0.103 5.256 -1.655
H41 2.782 5.103 -2.232
H42 2.944 5.104 -3.961
H43 4.732 3.925 -2.777
H44 3.818 2.731 -3.670
H45 3.566 2.899 -1.869
H46 -1.002 5.864 -1.630
H47 0.837 5.781 -1.501
H48 -0.218 4.427 -0.960

Forces on the atoms, in the same order (eV/Å):
O 0.78 0.81 -0.15
C -0.54 -1.03 1.02
O 0.41 0.61 -0.59
B -1.00 -0.40 -0.12
O 0.80 -0.13 0.48
C -0.66 0.11 -0.74
O -0.08 -0.35 0.32
O 1.19 -0.66 -0.10
C -1.46 0.00 -0.42
O 0.60 0.11 0.69
C -0.47 1.97 -0.97
O 0.61 -0.31 0.64
O -0.07 -0.90 0.33
C -0.65 0.07 1.14
C 0.47 -0.71 -0.73
O -0.21 0.90 -0.59
S 0.48 -0.79 0.30
O 0.00 0.36 1.55
O -0.13 -0.35 -0.48
O 0.81 -0.12 -0.88
H 0.15 -0.08 0.17
H 0.00 0.01 -0.08
H -0.90 -0.13 -0.03
H -0.05 0.92 -0.33
C -0.03 -0.69 -0.46
C 0.12 0.65 1.32
O -1.42 -1.60 -0.09
S -0.24 0.74 -0.16
O 1.20 -0.05 -0.57
O 0.31 0.40 -0.07
O -0.29 -0.62 1.49
H 0.36 0.82 0.13
H 0.18 0.14 -0.24
H 0.08 0.33 -0.90
H -0.41 -0.23 -0.39
C 1.10 -0.61 -0.21
C -0.75 -0.20 -0.43
O -0.26 -0.45 2.05
S 0.86 -0.40 -2.14
O 0.92 0.52 -0.38
O -0.08 1.04 -0.01
O -1.62 -0.12 1.45
H -0.11 0.21 -0.57
H -0.03 0.19 -0.03
H 0.07 -0.08 -0.08
H -0.03 0.14 0.37
C -0.89 -0.07 1.63
C 1.16 0.26 0.09
O 0.09 -0.83 0.06
S -0.54 0.52 -0.46
O -0.87 0.72 -0.54
O 0.84 0.27 -0.48
O 1.18 -0.87 0.62
H -0.47 0.64 -0.57
H 0.04 -0.14 -0.05
H -0.64 -0.64 -0.24
H -0.06 0.10 -0.22
O 0.79 -0.56 -0.68
S -0.69 1.60 1.02
O 0.71 0.60 -0.61
O 0.19 -0.65 0.48
C -0.80 -0.37 -1.18
C -0.74 1.45 0.41
C 0.17 -1.45 -0.21
H 0.27 0.09 -0.03
H 0.11 0.03 0.25
H 0.66 -1.00 -0.36
H -0.32 0.19 -0.07
H 0.36 -0.57 0.64
H -0.16 -0.06 -0.22
H -0.31 0.51 0.08
H -0.35 0.19 0.31
O 0.79 0.60 -0.26
S 0.59 0.68 -1.14
O -1.00 -1.45 1.15
O 0.25 -0.10 -0.13
C -0.03 0.44 -0.41
C 0.23 -1.41 0.36
C -0.51 0.07 0.57
H 0.01 0.07 0.11
H -0.20 -0.01 0.10
H 0.22 0.51 -0.15
H -0.35 0.54 0.00
H -0.16 -0.13 -0.08
H 0.37 -0.08 -0.04
H 0.12 -0.23 0.04
H -0.30 0.28 -0.04
O 0.07 0.84 0.43
S 0.25 -0.57 -0.88
O 0.09 1.20 1.56
O 0.64 -0.95 -1.20
C -0.57 -0.53 0.48
C -0.89 0.04 -0.30
C -1.45 1.23 -1.13
H 0.21 -0.28 0.23
H 0.86 0.27 0.12
H 0.28 -0.28 -0.25
H 0.26 0.31 0.19
H 0.24 0.33 -0.15
H 0.09 -1.09 0.29
H -0.57 -0.06 -0.30
H 0.56 -0.32 0.81
O -0.08 -0.61 0.16
S -0.65 0.09 0.58
O 1.23 0.64 -0.19
O -1.33 -0.08 -0.23
C 1.36 0.65 1.42
C -0.12 0.47 -1.34
C 0.52 -0.66 -0.79
H -0.69 0.17 -0.14
H -0.18 -0.42 -0.29
H 0.05 -0.11 0.23
H 0.08 -0.42 0.37
H 0.01 -0.19 -0.10
H 0.18 0.28 -0.13
H -0.33 0.41 0.47
H 0.07 -0.18 -0.22

Properties
Max |F| (eV/A): 2.3
E_HOMO (eV): -7.7780
E_LUMO (eV): 1.62
HOMO-LUMO gap (hartree): 0.345
Total charge: -1